Entry 1:
Below is 8 unconnected molecules or ions with the total composition C28H75N3O13, with properties calculated with wB97M-V/def2-TZVPD.

Geometry as XYZ:
```
119
C28H75N3O13, DFT wB97M-V/def2-TZVPD
C 4.60 -2.25 1.73
O 3.99 -3.44 1.37
C 4.28 -3.92 0.10
C 3.49 -5.21 0.00
N 3.69 -5.68 -1.36
C 2.70 -5.45 -2.24
C 2.82 -6.21 -3.55
O 1.86 -6.48 -4.28
C 1.51 -5.63 -5.32
H 4.19 -1.68 2.56
H 4.64 -1.58 0.98
H 5.64 -2.33 1.94
H 5.42 -3.93 -0.15
H 3.85 -3.20 -0.63
H 2.52 -4.78 0.24
H 3.81 -5.99 0.69
H 4.06 -6.57 -1.32
H 2.66 -4.27 -2.45
H 1.77 -5.77 -1.79
H 3.27 -7.11 -3.22
H 3.58 -5.73 -4.20
H 1.33 -4.65 -4.93
H 0.69 -6.10 -5.83
H 2.19 -5.62 -6.12
C 2.72 -2.58 -5.06
O 2.38 -1.37 -4.47
C 3.15 -1.01 -3.36
C 2.90 0.42 -2.85
N 3.76 0.85 -1.76
C 3.28 0.48 -0.47
C 4.14 1.06 0.62
O 3.79 1.17 1.81
C 4.79 1.29 2.81
H 2.74 -3.33 -4.33
H 3.71 -2.51 -5.49
H 2.08 -2.79 -5.91
H 4.20 -1.08 -3.68
H 2.99 -1.68 -2.51
H 1.83 0.63 -2.66
H 3.18 0.97 -3.79
H 3.72 1.83 -1.79
H 3.17 -0.58 -0.23
H 2.30 0.81 -0.34
H 4.22 2.10 0.35
H 5.02 0.63 0.63
H 5.37 0.33 2.84
H 4.31 1.15 3.75
H 5.44 2.23 2.84
C -1.85 2.08 2.67
O -3.16 2.49 3.01
C -3.87 3.24 1.98
C -4.92 4.11 2.77
N -5.90 4.91 2.10
C -7.13 5.09 2.91
C -8.15 5.63 2.03
O -9.29 5.79 2.57
C -10.37 6.44 1.74
H -1.48 1.48 3.44
H -1.05 2.83 2.66
H -1.61 1.40 1.82
H -4.44 2.56 1.34
H -3.15 3.94 1.52
H -4.24 4.84 3.28
H -5.30 3.39 3.48
H -5.49 5.76 1.65
H -7.00 5.61 3.88
H -7.51 4.09 3.16
H -8.33 4.92 1.25
H -7.82 6.60 1.72
H -10.23 7.36 1.32
H -11.37 6.46 2.17
H -10.38 5.75 0.86
C -0.12 -1.23 2.52
C 1.16 -1.57 2.03
O 1.25 -2.94 1.71
H -0.81 -1.42 1.69
H -0.24 -0.09 2.66
H -0.44 -1.67 3.49
H 1.95 -1.29 2.82
H 1.32 -0.82 1.20
H 2.12 -3.12 1.45
C 0.00 1.99 -0.91
C -0.86 1.70 -2.01
O -2.17 1.36 -1.46
H -0.59 2.72 -0.33
H 0.90 2.42 -1.26
H 0.17 1.03 -0.42
H -0.39 1.01 -2.72
H -0.94 2.57 -2.69
H -2.88 2.00 -1.66
C -0.21 -1.78 -1.65
C 0.08 -3.23 -2.01
O -1.00 -3.88 -2.63
H -0.46 -1.66 -0.59
H -0.96 -1.35 -2.34
H 0.75 -1.31 -1.81
H 0.51 -3.78 -1.18
H 0.85 -3.24 -2.77
H -1.04 -4.79 -2.26
C -3.51 -0.33 0.71
C -4.28 -0.74 -0.48
O -3.47 -0.97 -1.56
O -4.29 -0.50 1.84
H -3.31 0.66 0.70
H -2.62 -0.93 0.96
H -4.91 0.12 -0.78
H -4.84 -1.63 -0.09
H -2.87 -0.25 -1.72
H -4.00 0.10 2.51
C 1.74 3.27 1.91
C 2.21 3.70 3.14
O 2.45 5.09 3.12
O 1.31 1.92 2.01
H 2.48 3.38 1.14
H 0.83 3.93 1.61
H 3.09 3.11 3.46
H 1.42 3.65 3.93
H 2.86 5.29 2.28
H 2.06 1.32 1.96
```

Computed properties:
- 2S+1: 1
- E: -61325.1963 eV
- Kohn-Sham gap: 8.88 eV
- Relative energy (zero: lowest compared OMol25 entry of this formula, charge and spin): 199.21 kcal per mole
- SMILES: COCCNCCOC.COCCNCCOC.COCCNCCOC.OCCO.OCCO.CCO.CCO.CCO
- Maximum force: 10.671 eV/A

Löwdin population analysis, charges in e, atoms 1 to 2:
1 C -0.11
2 O -0.19


Entry 2:
Below is 8 unconnected molecules or ions with the total composition C28H76N12O12, with properties calculated with wB97M-V/def2-TZVPD.

Geometry as XYZ:
```
128
C28H76N12O12, DFT wB97M-V/def2-TZVPD
C -6.11 22.87 14.35
O -5.95 22.57 15.51
N -5.10 23.10 13.61
N -7.28 23.06 13.76
H -4.17 23.05 14.05
H -5.20 23.64 12.71
H -8.08 22.87 14.47
H -7.33 23.85 13.08
C -7.35 21.48 10.60
O -6.16 21.52 10.70
N -7.93 21.12 9.56
N -8.11 21.87 11.58
H -7.29 20.78 8.80
H -8.92 21.41 9.43
H -7.74 22.19 12.51
H -9.11 21.80 11.45
C -6.53 25.11 11.30
O -6.41 26.27 11.18
N -7.58 24.54 11.71
N -5.48 24.34 11.08
H -8.42 25.18 11.81
H -7.76 23.55 11.51
H -4.73 24.83 10.57
H -5.62 23.41 10.90
C -1.77 22.31 12.48
O -0.57 22.32 12.32
N -2.50 21.35 13.00
N -2.53 23.38 12.30
H -2.18 20.48 13.27
H -3.47 21.38 13.00
H -1.90 24.19 11.92
H -3.48 23.59 12.24
C -14.07 18.02 9.76
O -13.24 18.12 10.72
C -13.17 19.44 11.21
C -12.22 19.41 12.40
N -12.11 20.73 13.01
C -10.94 20.92 13.84
C -10.92 22.36 14.29
O -9.74 22.72 14.97
C -9.25 21.93 16.12
H -14.16 16.89 9.73
H -13.74 18.37 8.83
H -14.98 18.39 10.07
H -14.22 19.73 11.45
H -12.98 20.01 10.33
H -11.27 19.08 11.87
H -12.50 18.69 13.16
H -12.88 20.82 13.62
H -10.13 20.70 13.16
H -10.91 20.16 14.69
H -11.74 22.59 15.03
H -10.94 22.99 13.39
H -8.63 21.19 15.63
H -10.02 21.40 16.66
H -8.57 22.42 16.86
C -5.84 19.35 13.16
O -5.85 18.62 14.12
C -5.71 19.13 15.41
C -4.21 19.30 15.70
N -4.06 19.79 17.02
C -2.65 19.45 17.40
C -2.33 20.23 18.59
O -0.93 20.14 18.74
C -0.45 21.04 19.79
H -5.40 18.70 12.37
H -5.34 20.36 13.16
H -6.91 19.64 12.94
H -6.09 18.36 16.03
H -6.37 19.97 15.59
H -3.76 20.02 14.98
H -3.69 18.30 15.51
H -4.05 20.77 16.88
H -1.89 19.74 16.71
H -2.54 18.35 17.70
H -3.05 19.93 19.36
H -2.45 21.25 18.45
H 0.47 21.58 19.54
H -0.41 20.47 20.73
H -1.16 21.87 19.94
C -7.35 20.03 18.12
O -8.28 19.34 17.73
C -8.36 18.01 18.27
C -9.44 17.13 17.64
N -9.66 15.85 18.30
C -10.69 14.95 17.78
C -10.59 13.55 18.35
O -11.82 12.98 18.24
C -12.28 12.64 16.97
H -6.47 19.44 18.32
H -7.60 20.60 19.02
H -7.00 20.73 17.35
H -8.35 17.93 19.37
H -7.41 17.62 18.01
H -9.27 16.95 16.54
H -10.28 17.77 17.60
H -9.94 16.14 19.25
H -10.41 14.85 16.77
H -11.66 15.39 17.86
H -10.23 13.40 19.36
H -9.86 13.10 17.70
H -12.47 13.39 16.26
H -13.24 12.09 17.12
H -11.61 11.93 16.49
C -2.43 23.18 15.96
O -1.30 23.18 16.41
C -0.32 22.82 15.51
C 1.01 22.99 16.19
N 2.07 22.52 15.27
C 2.37 23.52 14.17
C 3.74 23.07 13.57
O 4.04 23.81 12.44
C 4.43 25.18 12.62
H -2.64 22.12 15.56
H -2.51 23.98 15.30
H -3.16 23.27 16.76
H -0.46 23.56 14.62
H -0.47 21.78 15.28
H 1.15 22.50 17.14
H 1.14 24.08 16.38
H 2.86 22.10 15.83
H 2.44 24.52 14.64
H 1.56 23.38 13.47
H 3.68 22.04 13.33
H 4.52 23.12 14.32
H 5.13 25.29 13.40
H 3.57 25.86 12.92
H 4.88 25.63 11.68
```

Computed properties:
- 2S+1: 1
- E: -72707.7275 eV
- Kohn-Sham gap: 8.26 eV
- Relative energy (zero: lowest compared OMol25 entry of this formula, charge and spin): 251.02 kcal per mole
- SMILES: COCCNCCOC.COCCNCCOC.COCCNCCOC.COCCNCCOC.NC(N)=O.NC(N)=O.NC(N)=O.NC(N)=O
- Maximum force: 12.110 eV/A

Löwdin population analysis, charges in e, atoms 1 to 2:
1 C -0.76
2 O 0.05


Entry 3:
Below is 7 unconnected molecules or ions with the total composition C28H77N7O7, with properties calculated with wB97M-V/def2-TZVPD.

Geometry as XYZ:
```
119
C28H77N7O7, DFT wB97M-V/def2-TZVPD
C -2.14 1.43 1.53
C -2.28 0.83 0.11
C -0.92 0.31 -0.43
O -1.13 -0.16 -1.79
C 0.04 -0.63 -2.35
N -3.25 -0.22 -0.08
H -1.67 0.78 2.26
H -3.09 1.74 1.96
H -1.46 2.28 1.51
H -2.58 1.66 -0.52
H -0.53 -0.50 0.18
H -0.21 1.12 -0.32
H 0.51 -1.43 -1.77
H 0.71 0.19 -2.57
H -0.12 -1.13 -3.31
H -3.27 -0.90 0.66
H -2.86 -0.67 -0.89
C -2.45 2.16 -3.48
C -3.14 3.21 -4.32
C -4.21 4.01 -3.53
O -4.94 4.91 -4.40
C -5.94 5.70 -3.76
N -2.08 4.19 -4.58
H -3.13 1.47 -2.98
H -1.84 2.61 -2.70
H -1.88 1.47 -4.11
H -3.50 2.82 -5.27
H -3.75 4.57 -2.72
H -4.88 3.28 -3.06
H -6.49 6.30 -4.49
H -5.35 6.36 -3.12
H -6.64 5.17 -3.12
H -2.35 4.83 -5.31
H -1.33 3.69 -5.03
C 3.66 0.65 0.23
C 4.09 1.95 0.92
C 3.37 2.41 2.15
O 2.23 3.20 1.86
C 1.19 3.29 2.89
N 5.52 1.68 1.13
H 3.95 -0.27 0.74
H 4.03 0.59 -0.80
H 2.58 0.70 0.17
H 4.08 2.75 0.18
H 3.94 3.14 2.73
H 3.18 1.56 2.81
H 0.71 2.32 3.01
H 0.47 4.05 2.56
H 1.52 3.63 3.87
H 5.73 1.16 1.97
H 5.67 1.03 0.38
C -1.39 3.86 5.58
C -2.16 2.53 5.60
C -2.03 1.75 6.91
O -0.69 1.75 7.31
C -0.44 1.01 8.50
N -3.61 2.66 5.25
H -1.61 4.45 6.47
H -1.54 4.43 4.66
H -0.32 3.68 5.62
H -1.77 1.84 4.85
H -2.42 0.74 6.77
H -2.65 2.25 7.65
H 0.63 0.96 8.70
H -0.78 -0.02 8.49
H -0.93 1.48 9.34
H -4.08 1.80 5.50
H -4.16 3.39 5.66
C 3.65 -7.69 -4.57
C 3.61 -7.23 -3.10
C 2.25 -6.82 -2.57
O 1.70 -5.70 -3.27
C 2.17 -4.46 -2.76
N 4.10 -8.37 -2.26
H 4.64 -8.00 -4.90
H 3.42 -6.80 -5.15
H 2.97 -8.52 -4.77
H 4.33 -6.43 -2.89
H 2.35 -6.63 -1.50
H 1.64 -7.70 -2.76
H 2.33 -3.87 -3.66
H 3.12 -4.39 -2.23
H 1.39 -4.02 -2.13
H 5.01 -8.63 -2.60
H 4.32 -7.88 -1.41
C -3.17 -5.26 2.18
C -3.19 -4.16 3.29
C -4.28 -3.06 3.02
O -4.56 -2.22 4.19
C -4.10 -0.81 4.16
N -3.53 -4.91 4.48
H -2.46 -6.04 2.42
H -2.80 -4.79 1.27
H -4.13 -5.75 2.03
H -2.27 -3.61 3.44
H -5.25 -3.51 2.80
H -4.13 -2.50 2.10
H -4.46 -0.26 3.29
H -3.01 -0.72 4.22
H -4.45 -0.30 5.05
H -4.52 -4.74 4.64
H -3.11 -4.63 5.36
C 2.85 0.39 -5.54
C 4.05 1.30 -5.40
C 4.17 1.59 -3.89
O 5.02 2.71 -3.64
C 5.12 3.26 -2.35
N 5.24 0.62 -5.83
H 1.94 0.87 -5.19
H 2.90 -0.60 -5.08
H 2.61 0.19 -6.58
H 4.01 2.24 -5.95
H 4.60 0.73 -3.38
H 3.16 1.81 -3.54
H 5.46 2.53 -1.62
H 4.16 3.66 -2.01
H 5.85 4.07 -2.30
H 5.52 -0.11 -5.18
H 5.94 1.35 -5.75
```

Computed properties:
- 2S+1: 1
- E: -55041.2835 eV
- Kohn-Sham gap: 9.46 eV
- Relative energy (zero: lowest compared OMol25 entry of this formula, charge and spin): 88.83 kcal per mole
- SMILES: COC[C@H](C)N.COC[C@H](C)N.COC[C@H](C)N.COC[C@H](C)N.COC[C@H](C)N.COC[C@H](C)N.COC[C@H](C)N
- Maximum force: 2.534 eV/A

Löwdin population analysis, charges in e, atoms 1 to 2:
1 C -0.05
2 C -0.43


Entry 4:
Below is a molecular structure, C28H77N7O7, with properties calculated with wB97M-V/def2-TZVPD.

Geometry as XYZ:
```
119
C28H77N7O7, DFT wB97M-V/def2-TZVPD
C -3.73 0.72 -15.81
C -3.96 1.20 -17.27
C -2.66 1.43 -18.01
O -2.04 2.63 -17.71
C -2.83 3.73 -18.15
N -4.84 0.28 -18.00
H -4.71 0.67 -15.33
H -3.15 1.40 -15.19
H -3.18 -0.22 -15.80
H -4.54 2.12 -17.26
H -2.88 1.46 -19.08
H -1.86 0.69 -17.96
H -3.60 3.99 -17.43
H -3.14 3.70 -19.20
H -2.12 4.57 -18.08
H -4.91 0.58 -18.96
H -5.77 0.22 -17.61
C -9.98 1.65 -23.32
C -8.64 2.42 -23.30
C -8.83 3.94 -22.89
O -7.62 4.62 -22.71
C -7.71 6.03 -22.74
N -7.69 1.81 -22.39
H -10.46 1.58 -22.34
H -10.00 0.60 -23.60
H -10.76 2.13 -23.90
H -8.22 2.42 -24.31
H -9.34 3.96 -21.92
H -9.46 4.46 -23.60
H -8.38 6.30 -23.56
H -6.73 6.45 -22.93
H -8.17 6.44 -21.84
H -6.85 2.37 -22.46
H -7.38 0.94 -22.79
C -4.95 -2.42 -19.11
C -3.70 -2.26 -18.23
C -2.75 -1.29 -18.89
O -2.21 -1.88 -20.12
C -1.29 -1.11 -20.91
N -4.13 -1.72 -16.91
H -5.80 -2.96 -18.70
H -4.64 -2.81 -20.08
H -5.39 -1.44 -19.27
H -3.14 -3.17 -18.04
H -1.85 -1.23 -18.28
H -3.11 -0.30 -19.19
H -0.38 -0.97 -20.33
H -1.68 -0.10 -21.05
H -1.08 -1.67 -21.82
H -3.36 -1.52 -16.29
H -4.44 -0.77 -17.07
C -9.78 2.26 -20.37
C -9.41 1.97 -18.89
C -9.15 0.44 -18.56
O -10.23 -0.43 -18.38
C -9.79 -1.70 -17.87
N -8.28 2.84 -18.54
H -10.78 2.00 -20.72
H -9.05 1.76 -21.01
H -9.74 3.34 -20.53
H -10.26 2.27 -18.27
H -8.71 0.54 -17.57
H -8.46 -0.03 -19.27
H -9.03 -2.17 -18.48
H -10.61 -2.41 -17.74
H -9.31 -1.45 -16.93
H -8.70 3.76 -18.48
H -7.58 2.93 -19.26
C -6.07 3.91 -18.93
C -6.38 2.96 -20.16
C -5.94 1.54 -19.95
O -4.58 1.34 -19.68
C -3.78 1.07 -20.84
N -7.77 3.07 -20.56
H -6.91 3.98 -18.24
H -5.80 4.94 -19.17
H -5.24 3.47 -18.37
H -5.88 3.38 -21.03
H -6.24 0.91 -20.79
H -6.42 1.11 -19.08
H -4.17 0.22 -21.39
H -2.79 0.88 -20.42
H -3.74 1.93 -21.50
H -8.09 4.02 -20.64
H -8.04 2.52 -21.36
C -6.88 -1.19 -18.00
C -6.86 -0.37 -16.75
C -5.85 -0.81 -15.64
O -6.03 -2.10 -15.09
C -7.24 -2.27 -14.31
N -6.61 0.96 -17.17
H -7.29 -2.18 -17.78
H -5.83 -1.31 -18.27
H -7.51 -0.75 -18.77
H -7.81 -0.36 -16.22
H -5.75 -0.15 -14.77
H -4.85 -0.89 -16.06
H -7.15 -3.10 -13.61
H -8.08 -2.60 -14.91
H -7.52 -1.36 -13.78
H -7.06 1.66 -16.59
H -7.12 1.10 -18.04
C -7.15 -1.50 -22.00
C -7.64 -0.40 -23.00
C -6.55 0.44 -23.66
O -5.70 1.14 -22.68
C -4.84 2.09 -23.25
N -8.43 -1.14 -23.99
H -6.70 -0.92 -21.20
H -6.45 -2.26 -22.34
H -8.07 -1.96 -21.64
H -8.32 0.31 -22.51
H -7.13 1.13 -24.27
H -5.98 -0.30 -24.22
H -4.41 2.79 -22.53
H -5.26 2.72 -24.03
H -4.01 1.51 -23.66
H -8.45 -0.62 -24.85
H -7.91 -1.96 -24.26
```

Computed properties:
- 2S+1: 1
- E: -55009.9615 eV
- Kohn-Sham gap: 6.27 eV
- Relative energy (zero: lowest compared OMol25 entry of this formula, charge and spin): 811.13 kcal per mole
- Maximum force: 11.631 eV/A

Löwdin population analysis, charges in e, atoms 1 to 2:
1 C -0.02
2 C -0.25